Entry from the OMol25 dataset: a 10-piece molecular cluster, C40H110N10O10 overall in a non-equilibrium geometry (ωB97M-V/def2-TZVPD).

Geometry as XYZ:
```
170
Properties=species:S:1:pos:R:3
C -17.87116 -7.10375 5.89192
C -17.51274 -7.93965 7.13626
C -16.21917 -7.51710 7.84086
O -16.35815 -6.61968 8.94917
C -16.43715 -5.26236 8.50572
N -18.71075 -8.00384 7.96596
H -18.88084 -7.30926 5.56478
H -17.07890 -7.33358 5.17156
H -17.78320 -6.03290 6.10246
H -17.30439 -8.92361 6.70016
H -15.43442 -7.20171 7.14570
H -15.85652 -8.39525 8.38733
H -16.36508 -4.69465 9.43549
H -17.36698 -5.03607 7.97351
H -15.63246 -4.99889 7.81089
H -18.84076 -7.10592 8.43431
H -18.59919 -8.63928 8.76320
C -18.79047 -14.72829 12.80831
C -17.79011 -13.81085 12.08510
C -17.74155 -14.06532 10.58727
O -17.01425 -15.26537 10.31381
C -15.61256 -15.22100 10.53973
N -17.92736 -12.38444 12.40352
H -19.78042 -14.38568 12.48114
H -18.75191 -14.67142 13.89203
H -18.70696 -15.73672 12.40121
H -16.78084 -13.97376 12.47738
H -17.15624 -13.29681 10.07026
H -18.72786 -14.11561 10.12911
H -15.22387 -14.46137 9.84405
H -15.26739 -16.16166 10.11293
H -15.35415 -15.05165 11.58225
H -18.91635 -12.10795 12.40473
H -17.59619 -12.09992 13.31255
C -19.67666 -14.85139 4.29960
C -19.85010 -14.10855 2.99859
C -19.76437 -12.57696 3.22590
O -18.81413 -12.17636 4.19185
C -19.24583 -11.03315 4.93148
N -18.85948 -14.62337 2.05140
H -18.69061 -14.74220 4.74105
H -19.84136 -15.91760 4.12777
H -20.48473 -14.59175 4.99337
H -20.81505 -14.33602 2.54381
H -20.79195 -12.47639 3.62036
H -19.72077 -12.01071 2.29337
H -19.43646 -10.20298 4.24796
H -18.38848 -10.78696 5.55031
H -20.12862 -11.32429 5.50079
H -19.03556 -14.64643 1.06496
H -17.88562 -14.48881 2.28803
C -16.44623 -11.94167 1.01023
C -15.61435 -12.24775 2.22546
C -15.28862 -10.92031 3.00890
O -14.49355 -11.10214 4.16574
C -13.66211 -10.00544 4.54724
N -16.29461 -13.15702 3.17049
H -16.79412 -12.88464 0.58824
H -15.87784 -11.42536 0.23471
H -17.31017 -11.30958 1.22716
H -14.66039 -12.73031 2.00344
H -16.21595 -10.38596 3.24921
H -14.76415 -10.26874 2.29373
H -12.99066 -10.43824 5.28957
H -14.31675 -9.27538 5.03085
H -13.07183 -9.66140 3.69718
H -17.18484 -12.67137 3.35679
H -15.84695 -13.37793 4.04783
C -15.04094 -6.94302 12.49372
C -16.25281 -7.82773 12.09069
C -16.79268 -8.71303 13.20046
O -15.92077 -9.79597 13.37745
C -16.25104 -10.55489 14.52137
N -17.34640 -7.04561 11.53729
H -14.31148 -7.71959 12.74110
H -15.36814 -6.41873 13.39477
H -14.67407 -6.32144 11.68584
H -15.76562 -8.41712 11.29551
H -17.79613 -9.07051 12.93808
H -16.96390 -8.08628 14.08649
H -15.74773 -11.51968 14.61528
H -17.29797 -10.87037 14.44290
H -15.99694 -9.89446 15.35593
H -17.08184 -6.50648 10.70902
H -17.94602 -7.74809 11.09299
C -17.18160 -13.46932 7.46354
C -16.10590 -12.52898 6.95058
C -15.33189 -11.93134 8.13251
O -16.18258 -11.33179 9.09522
C -15.48511 -10.80038 10.19349
N -15.21386 -13.35438 6.11879
H -16.69783 -14.29433 7.99323
H -17.79977 -13.76789 6.61280
H -17.96210 -13.13895 8.15962
H -16.53157 -11.73847 6.33446
H -14.70764 -11.09571 7.76226
H -14.56181 -12.57530 8.58449
H -14.72834 -10.02299 10.03040
H -15.03329 -11.57695 10.82406
H -16.27980 -10.34890 10.79149
H -14.58548 -13.81079 6.77936
H -14.65367 -12.74809 5.52649
C -11.64660 -10.28797 8.58054
C -10.34512 -10.63303 9.30498
C -9.60558 -9.37862 9.80387
O -8.47745 -9.79741 10.54500
C -7.92247 -8.68633 11.24185
N -10.68422 -11.49723 10.47867
H -12.12230 -11.16719 8.15776
H -11.52432 -9.49993 7.83265
H -12.28398 -9.78872 9.31754
H -9.60137 -11.13719 8.68354
H -10.33600 -8.78407 10.36960
H -9.23507 -8.78793 8.95644
H -8.73164 -8.28188 11.85790
H -7.53185 -7.87957 10.61757
H -7.13237 -9.04417 11.89710
H -11.48807 -11.08034 10.93766
H -9.85592 -11.35392 11.05597
C -20.96149 -12.06009 9.86950
C -20.44151 -10.64874 10.05384
C -20.83357 -10.03030 11.38090
O -20.42872 -10.88226 12.43528
C -20.66071 -10.35004 13.71789
N -18.97278 -10.54562 9.93206
H -22.03241 -12.14303 9.66658
H -20.89917 -12.60349 10.82605
H -20.38951 -12.71969 9.21549
H -20.78982 -10.04744 9.20687
H -21.89362 -9.76713 11.48418
H -20.31500 -9.07024 11.49836
H -20.36876 -11.08855 14.46020
H -21.74928 -10.28070 13.84089
H -20.26370 -9.35360 13.91242
H -18.54854 -11.05467 10.71461
H -18.69308 -11.11443 9.13409
C -11.52092 -16.75908 6.88655
C -11.78223 -16.05242 8.20723
C -10.65715 -16.13652 9.21793
O -10.33240 -17.48459 9.58179
C -11.39062 -18.09855 10.28765
N -12.05083 -14.63111 7.82748
H -12.48392 -16.81335 6.37537
H -11.19055 -17.79125 7.02829
H -10.80825 -16.34923 6.16954
H -12.74644 -16.31016 8.64753
H -10.90865 -15.63069 10.15689
H -9.75440 -15.70525 8.78314
H -12.30829 -18.13297 9.70421
H -11.57073 -17.57366 11.23593
H -11.06940 -19.08727 10.60933
H -11.17903 -14.28803 7.41872
H -12.12157 -14.05896 8.67194
C -14.59499 -18.65335 2.81790
C -13.94527 -17.41527 3.43728
C -13.73080 -16.28980 2.41856
O -12.71329 -15.38139 2.74461
C -12.19646 -14.62705 1.71499
N -14.81592 -17.02362 4.55825
H -13.92786 -19.21433 2.15918
H -15.40492 -18.29572 2.17320
H -14.96410 -19.34938 3.56447
H -12.94608 -17.71294 3.76146
H -14.68886 -15.74946 2.31701
H -13.60288 -16.62947 1.37762
H -11.70928 -15.20686 0.91056
H -11.43321 -13.92341 2.04754
H -12.96968 -14.05203 1.17689
H -14.41491 -16.23968 5.07706
H -15.66825 -16.56301 4.23630
```

Results
Energy relative to the best compared isomer or geometry (same formula, charge and spin) (kcal per mole): 60.9
Spin multiplicity: 1
Calculated total energy (Eh): -2889.7142

***

Entry from the OMol25 dataset: a 12-piece molecular cluster, C40H110N6O20 overall in a non-equilibrium geometry (ωB97M-V/def2-TZVPD).

Geometry as XYZ:
```
176
Properties=species:S:1:pos:R:3
C -2.87364 -3.37548 0.85340
C -2.20215 -4.74286 0.75836
C -3.12605 -5.68306 -0.04270
O -4.33680 -5.85011 0.69448
C -5.27786 -6.61264 -0.04143
N -0.86601 -4.56151 0.21411
H -3.12462 -2.83106 -0.05871
H -2.38771 -2.69503 1.55920
H -3.82684 -3.50990 1.37454
H -2.14224 -5.16482 1.76762
H -2.75798 -6.71463 -0.06985
H -3.28893 -5.25954 -1.03791
H -5.22543 -6.22955 -1.06345
H -6.28574 -6.49794 0.35622
H -5.05612 -7.68203 0.04519
H -0.39092 -3.89622 0.82784
H -0.35180 -5.41874 0.41365
C 5.11684 1.64853 3.24400
C 3.88984 0.80537 2.97226
C 2.52782 1.38577 3.35464
O 2.66555 2.18144 4.51436
C 1.44750 2.59742 5.07233
N 3.87461 0.42113 1.54747
H 6.01386 1.27206 2.75295
H 5.30904 1.78995 4.30963
H 4.97719 2.67370 2.88491
H 3.98771 -0.05685 3.64669
H 1.90138 0.49400 3.44108
H 2.19429 2.10459 2.59742
H 0.80179 1.73570 5.27623
H 0.90225 3.26678 4.39932
H 1.54261 3.05386 6.05695
H 4.26635 -0.50986 1.44346
H 2.88117 0.31887 1.33063
C -6.91480 -3.43597 -1.18324
C -6.38263 -3.02103 -2.56301
C -5.72327 -1.65859 -2.59193
O -4.57066 -1.72601 -1.74980
C -3.93331 -0.56422 -1.29182
N -5.42785 -4.02794 -2.98898
H -7.43721 -4.38338 -1.28257
H -7.51360 -2.62606 -0.76537
H -6.03301 -3.55405 -0.54937
H -7.28598 -3.00236 -3.17869
H -6.46121 -0.89189 -2.32923
H -5.41010 -1.41572 -3.61126
H -3.51983 -0.73594 -0.29777
H -4.65150 0.25810 -1.23846
H -3.10096 -0.28909 -1.94546
H -5.07407 -3.96693 -3.94139
H -4.55747 -3.77244 -2.52305
C 1.27534 2.42827 -3.60345
C 1.87884 3.12012 -2.39627
C 1.09992 4.37873 -2.01352
O 1.30484 5.35296 -2.99476
C 0.39990 6.44202 -2.94972
N 1.84883 2.12070 -1.30058
H 1.13798 3.08134 -4.47210
H 0.23415 2.12994 -3.46104
H 1.91309 1.60460 -3.92767
H 2.91334 3.34116 -2.68025
H 1.39658 4.66787 -0.99702
H 0.05170 4.06184 -1.92926
H 0.51323 7.07769 -2.06851
H -0.61583 6.03560 -2.98230
H 0.50356 7.07360 -3.82986
H 2.65912 1.56057 -1.59160
H 2.20321 2.56492 -0.45439
C -0.20738 -1.02937 0.78845
C 0.40742 -1.12273 -0.60340
O 0.03961 -0.03566 -1.42267
O 0.16612 0.18679 1.44190
H 0.14325 -1.90625 1.34092
H -1.29403 -1.12599 0.73680
H 0.08169 -2.04580 -1.09735
H 1.49864 -1.22193 -0.55873
H 0.75687 0.63518 -1.42253
H -0.52076 0.80749 1.17243
C 5.30751 -1.74989 -1.30386
C 4.16684 -0.96803 -1.94350
O 3.95195 0.29291 -1.31185
O 4.98921 -2.20233 0.00824
H 6.27641 -1.24359 -1.29789
H 5.47288 -2.58312 -1.99860
H 3.26303 -1.58126 -1.85607
H 4.45683 -0.89803 -2.99239
H 4.14666 0.14969 -0.36637
H 5.57005 -2.92231 0.26683
C -1.10566 0.32443 -5.99547
C -1.03630 -0.34536 -4.64793
O -1.55204 0.50122 -3.63842
O -0.49474 -0.55466 -6.93894
H -0.58748 1.28715 -5.95403
H -2.13235 0.58822 -6.26444
H 0.00519 -0.55998 -4.36707
H -1.49343 -1.34030 -4.59528
H -1.63708 -0.08416 -2.87944
H -0.70549 -0.30590 -7.84128
C 2.17989 -2.12234 1.32042
C 2.51221 -2.63909 -0.07127
O 2.92851 -4.00226 0.02344
O 1.05656 -2.77901 1.88048
H 2.09743 -1.02825 1.29717
H 3.07615 -2.23938 1.94014
H 3.28489 -2.04106 -0.54587
H 1.59024 -2.66772 -0.65799
H 2.16259 -4.50594 0.31217
H 1.17214 -2.78275 2.83393
C -1.67252 -2.95439 -2.87879
C -1.66079 -3.24355 -4.37302
O -2.92482 -3.10825 -5.01400
O -0.43926 -3.15223 -2.24312
H -2.49480 -3.58614 -2.52415
H -1.96023 -1.90255 -2.77669
H -1.18584 -4.21047 -4.56214
H -1.07414 -2.44349 -4.84106
H -2.83021 -3.24227 -5.95867
H -0.65894 -3.53670 -1.36716
C 2.26323 -4.13498 -5.08096
C 2.50648 -3.66167 -3.66259
O 1.96851 -2.34649 -3.48589
O 2.94567 -3.35970 -6.05704
H 1.18101 -4.16639 -5.22873
H 2.61702 -5.16791 -5.11631
H 3.53532 -3.71715 -3.30695
H 1.85450 -4.18845 -2.95541
H 1.10731 -2.37941 -3.05114
H 2.48584 -2.51101 -6.04559
C 0.06877 5.24154 1.47614
O 0.63433 5.67363 2.69070
C 1.07315 7.02049 2.65917
C 1.74661 7.47374 3.97924
N 3.12086 7.00757 4.10979
C 3.22655 5.56365 4.30440
C 4.58493 5.12693 4.71400
O 5.44412 5.31003 3.56496
C 6.76340 4.85389 3.75968
H -0.09189 4.16717 1.58076
H 0.76554 5.36187 0.63995
H -0.88058 5.75659 1.30345
H 0.21144 7.69108 2.53847
H 1.73652 7.23733 1.81439
H 1.13130 7.09410 4.79605
H 1.71375 8.56333 3.96302
H 3.58253 7.16564 3.22019
H 2.95771 5.06895 3.36582
H 2.51643 5.26238 5.07843
H 4.64489 4.05578 4.92424
H 4.97107 5.69645 5.56443
H 7.24408 5.31751 4.62867
H 7.32129 5.26099 2.91535
H 6.89410 3.77256 3.82729
C -2.39472 2.63496 -0.27387
O -2.51508 1.60503 0.71110
C -3.74783 1.69206 1.38121
C -3.83594 0.71289 2.52495
N -2.82299 0.89395 3.54474
C -2.97913 0.12632 4.76075
C -3.05722 -1.40377 4.56650
O -2.04290 -1.93196 3.74602
C -0.79801 -2.08930 4.38723
H -3.30755 2.85208 -0.83012
H -1.57105 2.28234 -0.89470
H -2.09811 3.55426 0.24160
H -4.63630 1.61088 0.74492
H -3.91532 2.68899 1.81919
H -3.62487 -0.23791 2.00987
H -4.84653 0.73739 2.93075
H -1.88902 0.82043 3.16591
H -3.84181 0.53396 5.29141
H -2.11232 0.27195 5.41016
H -4.04618 -1.63757 4.16812
H -3.00040 -1.90038 5.54281
H -0.85539 -2.84114 5.18014
H -0.46190 -1.14153 4.81252
H -0.03702 -2.38816 3.66771
```

Results
Energy relative to the best compared isomer or geometry (same formula, charge and spin) (kcal per mole): 115.5
Spin multiplicity: 1
Calculated total energy (Eh): -3422.8822

***

Number 1: HOMO level -0.29829 Eh, LUMO 0.5 eV. Number 2: HOMO level -0.31298 Eh, LUMO 0.2 eV.